Entry 1:
The following is a DFT calculation (ωB97M-V with the def2-TZVPD basis set) of a molecular structure, C35H33Cl5N9O3PV in a non-equilibrium geometry.

Output
- net charge = +2
- gap between HOMO and LUMO (alpha / beta) (eV) = 7.075 / 7.734
- <S²> = 0.761
- HOMO energy (alpha / beta) (eV) = -13.60 / -13.61
- spin multiplicity = 2

Positions of all 87 atoms, in Å:
V -0.08 0.24 -0.96
Cl 5.23 -4.89 -2.58
C 4.00 -3.77 -2.20
C 4.03 -3.09 -0.99
Cl 5.30 -3.37 0.12
C 3.03 -2.19 -0.68
Cl 3.06 -1.35 0.84
C 1.99 -1.96 -1.56
O 1.00 -1.05 -1.16
C 1.97 -2.60 -2.79
Cl 0.76 -2.28 -3.98
C 2.97 -3.53 -3.10
Cl 2.93 -4.35 -4.60
N -2.00 0.37 2.04
P -0.60 -0.43 1.53
C 0.52 -0.40 2.97
C 0.41 -1.35 3.98
C 1.22 -1.27 5.11
C 2.14 -0.24 5.25
C 2.24 0.72 4.25
C 1.44 0.64 3.13
C -1.14 -2.16 1.48
C -2.47 -2.55 1.51
C -2.80 -3.90 1.39
C -1.80 -4.85 1.23
C -0.47 -4.46 1.20
C -0.14 -3.12 1.33
C -2.06 1.78 2.01
C -3.22 2.46 2.39
C -3.23 3.83 2.29
C -2.10 4.50 1.81
C -1.00 3.73 1.48
N -0.96 2.40 1.59
H -2.57 -0.07 2.75
H -0.29 -2.17 3.90
H 1.12 -2.02 5.89
H 2.76 -0.19 6.13
H 2.95 1.54 4.36
H 1.50 1.43 2.39
H -3.26 -1.82 1.59
H -3.84 -4.20 1.42
H -2.07 -5.90 1.13
H 0.31 -5.21 1.09
H 0.91 -2.83 1.32
H -4.08 1.91 2.74
H -4.11 4.39 2.58
H -2.07 5.57 1.72
H -0.09 4.21 1.12
C 3.12 3.20 0.91
N 2.83 3.39 -0.51
C 3.53 4.52 -1.14
C 1.96 2.56 -1.10
N 1.33 1.61 -0.46
N 1.76 2.74 -2.46
C 1.06 1.90 -3.31
N 1.07 2.30 -4.60
N 0.48 0.84 -2.90
H 3.92 3.88 1.19
H 3.46 2.18 1.10
H 2.25 3.43 1.54
H 4.60 4.40 -1.00
H 3.22 5.45 -0.67
H 3.35 4.61 -2.20
H 1.49 1.65 0.54
H 2.22 3.52 -2.88
H 1.61 3.09 -4.92
H 0.57 1.77 -5.29
H 0.00 0.33 -3.63
N -1.58 -5.95 -2.07
C -1.96 -4.87 -1.96
C -2.41 -3.50 -1.79
C -3.74 -3.13 -1.88
C -4.07 -1.81 -1.61
C -3.06 -0.92 -1.31
N -1.76 -1.26 -1.29
C -1.46 -2.55 -1.49
H -4.50 -3.86 -2.13
H -5.10 -1.48 -1.63
H -3.31 0.09 -1.05
H -0.43 -2.84 -1.37
C -2.86 3.22 -1.74
C -2.19 1.95 -2.12
O -2.31 1.39 -3.17
O -1.36 1.43 -1.13
H -3.51 3.54 -2.55
H -2.11 3.99 -1.53
H -3.44 3.08 -0.82

These are the Löwdin partial charges, in e, on atoms 1 to 8: 0.923 0.760 -0.697 -0.691 0.749 -0.581 0.790 -0.322

---

Entry 2:
The following is a DFT calculation (ωB97M-V with the def2-TZVPD basis set) of a molecular structure, C2H6N4S in a non-equilibrium geometry.

Output
- gap between HOMO and LUMO (eV) = 9.542
- HOMO energy (eV) = -9.18

Positions of all 13 atoms, in Å:
C 0.78 -1.29 -0.11
C -1.57 1.04 0.39
H -0.14 -2.27 -1.45
H -0.49 -0.53 -1.68
H 1.63 -2.05 1.55
H -0.11 1.61 -1.02
H -1.69 -0.20 0.94
H -2.10 2.77 -0.37
N 0.10 -1.37 -1.36
N 1.44 -2.32 0.49
N -0.32 0.98 -0.25
N -2.52 1.87 0.14
S 1.05 0.51 0.45

These are the natural (NBO) partial charges, in e, on atoms 1 to 8: 0.299 0.294 0.393 0.424 0.356 0.398 0.175 0.337

---

Entry 3:
The following is a DFT calculation (ωB97M-V with the def2-TZVPD basis set) of C5H4Cl2N2 in the gas phase in a non-equilibrium geometry.

Output
- gap between HOMO and LUMO (eV) = 9.148
- SMILES = Cl/C=C(\Cl)n1ccnc1
- HOMO energy (eV) = -9.03

Positions of all 13 atoms, in Å:
Cl -4.14 -1.07 1.24
C -2.54 -0.46 1.13
C -1.84 -0.26 -0.15
Cl -2.64 -0.61 -1.68
N -0.51 0.05 -0.18
C 0.07 0.92 -1.05
C 1.40 0.96 -0.82
N 1.65 0.06 0.21
C 0.51 -0.47 0.61
H -2.18 -0.01 2.00
H -0.64 1.53 -1.45
H 2.22 1.67 -1.17
H 0.26 -1.32 1.19

These are the natural (NBO) partial charges, in e, on atoms 1 to 8: 0.038 -0.270 0.147 0.031 -0.409 -0.076 -0.082 -0.437

---

Entry 4:
The following is a DFT calculation (ωB97M-V with the def2-TZVPD basis set) of C6H7N3O4 in the gas phase in a non-equilibrium geometry.

Output
- gap between HOMO and LUMO (alpha / beta) (eV) = 8.411 / 8.411
- SMILES = C/C(=C/[C@@H]1N=CC=[N+]([O-])O1)[N+](=O)[O-]
- HOMO energy (alpha / beta) (eV) = -9.22 / -9.22

Positions of all 20 atoms, in Å:
C 1.07 -1.88 -1.12
C 0.35 -0.51 -0.86
C -0.95 -0.69 -0.62
C -1.82 0.39 0.09
N -1.28 1.78 -0.07
C -0.19 1.95 0.58
C 0.32 0.87 1.44
N -0.58 0.08 1.98
O -0.39 -0.67 2.92
O -1.81 -0.01 1.41
N 1.09 0.62 -1.15
O 0.69 1.36 -2.03
O 2.18 0.70 -0.60
H 0.77 -2.47 -0.24
H 2.18 -1.67 -1.18
H 0.88 -2.51 -2.06
H -1.18 -1.65 -0.43
H -2.86 0.34 -0.35
H 0.24 3.00 0.47
H 1.30 0.97 1.79

These are the natural (NBO) partial charges, in e, on atoms 1 to 8: -0.649 0.113 -0.178 0.155 -0.403 0.049 -0.195 0.418

---

Entry 5:
The following is a DFT calculation (ωB97M-V with the def2-TZVPD basis set) of C26H36N2O4S in the gas phase.

Output
- gap between HOMO and LUMO (eV) = 8.454
- SMILES = CCC[C@@H](C)NC(=O)COc1ccc(Sc2ccc(OCC(=O)N[C@@H](C)CCC)cc2)cc1
- HOMO energy (eV) = -7.80

Positions of all 69 atoms, in Å:
C 2.73 3.31 8.15
C 3.29 1.89 8.16
C 4.03 1.53 6.87
C 3.14 1.56 5.62
C 3.92 1.14 4.38
N 2.00 0.69 5.79
C 0.73 1.12 5.79
O 0.39 2.28 5.72
C -0.30 -0.02 5.89
O 0.16 -1.25 5.39
C 0.42 -1.36 4.05
C 0.28 -0.33 3.13
C 0.58 -0.54 1.80
C 1.00 -1.79 1.37
S 1.44 -2.09 -0.32
C 0.22 -1.14 -1.20
C 0.61 -0.46 -2.34
C -0.33 0.25 -3.08
C -1.65 0.28 -2.67
O -2.66 0.95 -3.32
C -2.33 1.71 -4.45
C -1.85 0.88 -5.65
O -1.13 1.35 -6.51
N -2.33 -0.37 -5.65
C -1.97 -1.37 -6.64
C -1.32 -2.57 -5.94
C -3.20 -1.80 -7.45
C -3.92 -0.64 -8.13
C -3.05 0.09 -9.15
C -2.03 -0.41 -1.52
C -1.11 -1.13 -0.79
C 1.14 -2.83 2.29
C 0.86 -2.61 3.62
H 1.92 3.40 7.43
H 3.51 4.03 7.90
H 2.33 3.56 9.13
H 2.47 1.18 8.33
H 3.99 1.79 9.00
H 4.85 2.22 6.72
H 4.45 0.52 6.98
H 2.74 2.56 5.48
H 3.28 1.15 3.51
H 4.32 0.13 4.50
H 4.75 1.81 4.21
H 2.17 -0.30 5.86
H -1.23 0.30 5.40
H -0.52 -0.20 6.95
H -0.05 0.66 3.44
H 0.48 0.27 1.09
H 1.64 -0.49 -2.66
H 0.00 0.76 -3.97
H -3.25 2.23 -4.73
H -1.57 2.47 -4.23
H -2.93 -0.66 -4.90
H -1.24 -0.89 -7.30
H -2.03 -3.05 -5.27
H -0.99 -3.30 -6.68
H -0.46 -2.24 -5.36
H -2.88 -2.52 -8.20
H -3.90 -2.31 -6.78
H -4.26 0.08 -7.38
H -4.81 -1.04 -8.63
H -3.65 0.81 -9.70
H -2.63 -0.62 -9.87
H -2.24 0.62 -8.66
H -3.07 -0.38 -1.21
H -1.41 -1.67 0.09
H 1.48 -3.79 1.95
H 0.96 -3.40 4.34

These are the natural (NBO) partial charges, in e, on atoms 1 to 8: -0.620 -0.393 -0.395 -0.063 -0.606 -0.618 0.652 -0.633

---

Entry 6:
The following is a DFT calculation (ωB97M-V with the def2-TZVPD basis set) of 2 unconnected molecules or ions with the total composition C5H13BrNS in a non-equilibrium geometry.

Output
- net charge = +1
- gap between HOMO and LUMO (eV) = 8.606
- HOMO energy (eV) = -12.53

Positions of all 21 atoms, in Å:
C 2.28 0.60 -0.08
C 0.24 0.81 1.19
C 0.72 -1.24 0.03
C 0.15 0.74 -1.20
C -2.72 -0.45 0.08
N 0.86 0.23 -0.02
S -3.13 -2.08 0.09
Br -4.07 0.84 0.03
H 2.77 0.10 -0.91
H 2.38 1.68 -0.22
H 2.79 0.32 0.84
H 0.62 0.31 2.08
H 0.47 1.87 1.26
H -0.84 0.67 1.14
H 1.37 -1.66 0.80
H -0.31 -1.50 0.24
H 1.00 -1.67 -0.93
H 0.62 0.37 -2.11
H 0.17 1.82 -1.21
H -0.89 0.40 -1.17
H -4.48 -2.14 0.06

These are the natural (NBO) partial charges, in e, on atoms 1 to 8: -0.412 -0.426 -0.416 -0.428 -0.523 -0.202 0.263 0.164

---

Entry 7:
The following is a DFT calculation (ωB97M-V with the def2-TZVPD basis set) of a molecular structure, C21H19F5LiN4SSe.

Output
- net charge = -1
- gap between HOMO and LUMO (eV) = 6.732
- HOMO energy (eV) = -4.12

Positions of all 52 atoms, in Å:
Li -0.87 1.97 -0.35
S 0.05 4.21 -0.87
C 1.30 3.33 -0.03
C 2.56 3.89 0.27
C 3.52 3.13 0.90
C 3.24 1.80 1.25
C 1.99 1.32 0.94
N 1.04 2.05 0.33
H 2.75 4.92 -0.01
H 4.49 3.55 1.13
H 3.96 1.17 1.74
H 1.71 0.30 1.18
N -1.61 -0.40 1.72
C -1.95 0.83 2.19
C -2.22 1.04 3.56
C -2.56 2.30 3.98
C -2.63 3.35 3.06
C -2.34 3.07 1.75
N -2.01 1.84 1.30
H -1.28 -1.09 2.38
H -1.22 -0.51 0.79
H -2.15 0.21 4.25
H -2.76 2.48 5.03
H -2.88 4.36 3.37
H -2.35 3.85 1.00
F -0.51 -6.52 3.91
C -0.41 -5.62 2.92
C -1.15 -5.76 1.77
F -1.98 -6.81 1.66
C -1.05 -4.84 0.76
F -1.81 -5.05 -0.32
C -0.19 -3.73 0.82
Se -0.04 -2.48 -0.59
C 0.53 -3.63 2.01
F 1.37 -2.60 2.20
C 0.44 -4.54 3.03
F 1.17 -4.40 4.15
C 0.76 -1.21 -3.87
C 0.28 0.24 -4.07
C 1.48 1.21 -4.11
C -0.56 0.36 -5.34
C -0.56 0.63 -2.92
N -1.21 0.95 -2.03
H 1.42 -1.48 -4.70
H -0.08 -1.90 -3.84
H 1.30 -1.32 -2.93
H 2.13 0.92 -4.94
H 2.04 1.16 -3.18
H 1.15 2.24 -4.26
H 0.05 0.10 -6.21
H -0.93 1.39 -5.47
H -1.42 -0.31 -5.31

These are the natural (NBO) partial charges, in e, on atoms 1 to 8: 0.813 -0.499 0.077 -0.292 -0.170 -0.315 0.050 -0.582

---

Entry 8:
The following is a DFT calculation (ωB97M-V with the def2-TZVPD basis set) of a gas-phase ion, C3H5N3 (charge +2) in a non-equilibrium geometry.

Output
- net charge = +2
- gap between HOMO and LUMO (eV) = 8.373
- SMILES = C=[N+]1C=N[NH+]=C1
- HOMO energy (eV) = -21.68

Positions of all 11 atoms, in Å:
C -0.80 -0.91 -1.26
N -0.15 -0.18 -0.37
C 1.25 0.12 -0.43
N 1.58 0.74 0.82
N 0.42 0.82 1.43
C -0.62 0.34 0.86
H -1.97 -1.25 -1.38
H -0.22 -1.07 -2.20
H 1.79 -0.29 -1.17
H 0.36 1.14 2.47
H -1.64 0.53 1.25

These are the natural (NBO) partial charges, in e, on atoms 1 to 8: 0.321 -0.390 0.287 -0.054 -0.234 0.320 0.359 0.274

---

Record-wise energy values, in hartree: -5658.073799 -696.905824 -1222.758148 -697.734785 -1821.042239 -3224.926628 -4337.303261 -280.709712